# 1
{"formula": "C12H30ClI2N2OP2Pd", "method": "ωB97M-V/def2-TZVPD", "homo_energy_ev": [-16.3059, -17.7821], "charge": 3, "spin_multiplicity": 5, "relative_energy_kj_mol": 191.0, "s_squared": 6.04, "gap_ev": [3.438, 2.906], "symbols": ["I", "I", "Pd", "P", "C", "C", "H", "H", "H", "H", "H", "H", "C", "H", "H", "H", "P", "C", "C", "H", "H", "H", "C", "H", "H", "H", "H", "H", "H", "Cl", "C", "N", "C", "C", "C", "N", "C", "C", "O", "H", "H", "H", "H", "H", "H", "H", "H", "H", "H", "H", "H"], "coordinates": [[0.33, -0.62, 0.99], [0.02, -2.73, -0.60], [0.01, 1.28, -3.63], [-1.90, 0.42, -2.76], [-2.72, 0.16, -1.18], [-3.08, 1.40, -3.71], [-3.98, 0.79, -3.85], [-2.95, -1.43, -3.76], [-2.60, 1.68, -4.67], [-1.30, -1.17, -4.47], [-2.58, 1.02, -0.51], [-3.32, 2.31, -3.13], [-1.90, -1.22, -3.55], [-3.80, 0.03, -1.39], [-1.47, -1.95, -2.82], [-2.34, -0.76, -0.71], [2.01, 0.50, -2.87], [2.89, 0.27, -1.31], [2.05, -1.15, -3.63], [2.68, 1.74, -4.81], [4.09, 1.00, -3.92], [3.30, 2.48, -3.28], [3.14, 1.54, -3.83], [1.46, -1.11, -4.55], [3.11, -1.35, -3.82], [3.97, 0.17, -1.55], [2.54, -0.66, -0.83], [1.63, -1.86, -2.90], [2.73, 1.12, -0.64], [-0.02, 1.27, -5.93], [-2.64, -0.01, 3.48], [-1.30, 0.07, 3.98], [-0.70, 1.37, 3.93], [0.64, 1.39, 4.62], [1.49, 0.25, 4.17], [0.78, -1.00, 4.24], [1.52, -2.19, 3.97], [-0.59, -1.13, 4.08], [-1.13, -2.23, 3.99], [-2.72, 0.20, 2.40], [-3.27, 0.71, 4.02], [-3.04, -1.02, 3.67], [-0.59, 1.68, 2.87], [-1.40, 2.06, 4.41], [0.49, 1.32, 5.71], [1.13, 2.33, 4.41], [2.37, 0.14, 4.82], [1.85, 0.44, 3.15], [2.58, -2.02, 4.12], [1.17, -2.98, 4.65], [1.35, -2.54, 2.94]]}

=====

# 2
{"formula": "C22H30N4O4", "method": "ωB97M-V/def2-TZVPD", "homo_energy_ev": -8.7827, "charge": 0, "relative_energy_kj_mol": 1898.9, "gap_ev": 8.227, "symbols": ["C", "C", "C", "C", "C", "C", "O", "N", "C", "H", "C", "C", "C", "H", "C", "O", "N", "H", "H", "H", "H", "C", "C", "N", "O", "C", "C", "C", "C", "C", "C", "H", "H", "H", "N", "C", "O", "C", "C", "H", "H", "H", "H", "H", "H", "H", "H", "H", "H", "H", "H", "H", "H", "H", "H", "H", "H", "H", "H", "H"], "coordinates": [[-1.29, -2.83, 0.50], [-0.30, -3.46, 1.42], [-0.10, -2.87, 2.77], [-1.21, -2.97, 3.68], [-2.33, -1.68, 3.72], [-1.40, -0.54, 4.30], [-0.88, -0.51, 5.45], [-1.39, 0.43, 3.52], [-1.76, 0.68, 2.14], [-2.59, 1.42, 2.23], [-0.42, 1.26, 1.58], [-0.03, 2.19, 2.67], [-0.59, 1.74, 4.04], [0.40, 1.07, 4.69], [-1.41, 2.50, 4.91], [-1.54, 3.64, 4.56], [-1.51, 2.14, 6.20], [-2.04, 2.53, 6.79], [-1.36, 0.89, 6.42], [-0.30, 3.25, 2.78], [1.04, 2.38, 2.70], [-0.55, 2.12, 0.24], [0.15, 1.27, -0.64], [0.93, 0.43, -0.07], [0.31, 0.26, 1.21], [0.11, 1.56, -2.01], [0.86, 0.89, -2.87], [0.94, 0.71, -4.22], [0.41, 1.98, -4.89], [-0.40, 2.85, -4.02], [-0.57, 2.53, -2.70], [-1.23, 3.34, -2.17], [-0.96, 3.59, -4.50], [0.31, 2.19, -5.95], [1.73, 0.02, -5.00], [2.00, -0.30, -6.26], [1.32, 0.63, -7.15], [3.15, -1.24, -6.61], [4.36, -0.94, -6.32], [4.58, -0.86, -5.32], [4.76, 0.11, -6.70], [5.28, -1.75, -6.67], [2.63, -2.12, -6.27], [2.85, -1.25, -7.81], [2.14, -0.82, -4.52], [1.34, -0.04, -2.24], [-0.39, 3.35, 0.43], [-1.82, 2.34, 0.17], [-1.99, -0.29, 1.66], [-2.85, -2.19, 4.35], [-2.68, -1.68, 2.81], [-1.76, -3.96, 3.39], [-0.87, -3.21, 4.78], [0.19, -1.61, 2.55], [0.96, -3.09, 3.19], [-0.28, -4.59, 1.55], [0.62, -3.37, 0.67], [-1.04, -1.81, 0.15], [-1.42, -3.46, -0.48], [-2.08, -2.85, 1.15]]}

=====

# 3
{"formula": "C2CuFNaO2", "method": "ωB97M-V/def2-TZVPD", "homo_energy_ev": [-5.8091, -5.5424], "charge": 0, "spin_multiplicity": 2, "s_squared": 0.76, "gap_ev": [4.489, 4.217], "symbols": ["Na", "O", "C", "C", "O", "F", "Cu"], "coordinates": [[3.00, -1.15, -0.51], [2.20, 0.87, -0.11], [0.96, 0.98, 0.12], [-0.09, 0.25, 0.18], [-0.46, -0.97, 0.06], [-2.25, 0.93, 0.14], [-3.35, -0.91, 0.12]]}

=====

# 4
{"formula": "CNO2S2", "method": "ωB97M-V/def2-TZVPD", "homo_energy_ev": [-4.4769, -4.4770], "charge": -1, "relative_energy_kj_mol": 400.4, "gap_ev": [3.826, 3.825], "symbols": ["C", "N", "O", "O", "S", "S"], "coordinates": [[-3.45, 0.37, 0.07], [-2.65, 0.82, -0.62], [1.03, -0.95, 1.38], [1.60, -1.21, -1.06], [2.30, 1.29, 0.15], [1.16, -0.32, 0.08]]}

=====

# 5
{"formula": "C5H8N2O", "method": "ωB97M-V/def2-TZVPD", "homo_energy_ev": -8.0260, "charge": 0, "relative_energy_kj_mol": 357.1, "gap_ev": 8.859, "smiles": "N/N=C1\\CCC=CO1", "symbols": ["N", "N", "C", "C", "C", "C", "C", "O", "H", "H", "H", "H", "H", "H", "H", "H"], "coordinates": [[3.02, -0.01, -0.05], [1.99, -0.94, -0.02], [0.75, -0.59, 0.09], [0.07, 0.77, 0.42], [-1.29, 0.96, -0.23], [-2.09, -0.22, -0.11], [-1.43, -1.41, -0.08], [-0.11, -1.55, 0.07], [3.75, -0.31, -0.54], [2.88, 0.94, -0.58], [-0.19, 0.50, 1.51], [0.81, 1.57, 0.21], [-1.17, 1.36, -1.13], [-1.87, 1.62, 0.41], [-3.15, -0.34, -0.16], [-1.97, -2.35, 0.18]]}

=====

# 6
{"formula": "C46H118BN8O26", "method": "ωB97M-V/def2-TZVPD", "homo_energy_ev": -6.9880, "charge": -1, "gap_ev": 9.006, "symbols": ["O", "C", "O", "B", "O", "C", "O", "O", "C", "O", "C", "O", "O", "C", "C", "C", "O", "C", "N", "H", "H", "H", "H", "H", "H", "H", "H", "H", "H", "H", "C", "C", "C", "O", "C", "N", "H", "H", "H", "H", "H", "H", "H", "H", "H", "H", "H", "C", "C", "C", "O", "C", "N", "H", "H", "H", "H", "H", "H", "H", "H", "H", "H", "H", "C", "C", "C", "O", "C", "N", "H", "H", "H", "H", "H", "H", "H", "H", "H", "H", "H", "C", "C", "C", "O", "C", "N", "H", "H", "H", "H", "H", "H", "H", "H", "H", "H", "H", "C", "C", "C", "O", "C", "N", "H", "H", "H", "H", "H", "H", "H", "H", "H", "H", "H", "C", "C", "C", "O", "C", "N", "H", "H", "H", "H", "H", "H", "H", "H", "H", "H", "H", "C", "C", "C", "O", "C", "N", "H", "H", "H", "H", "H", "H", "H", "H", "H", "H", "H", "C", "C", "O", "O", "H", "H", "H", "H", "H", "H", "C", "C", "O", "O", "H", "H", "H", "H", "H", "H", "C", "C", "O", "O", "H", "H", "H", "H", "H", "H", "C", "C", "O", "O", "H", "H", "H", "H", "H", "H", "C", "C", "O", "O", "H", "H", "H", "H", "H", "H"], "coordinates": [[-1.39, 1.34, -3.83], [-1.07, 1.20, -2.65], [-0.47, 0.21, -2.09], [-0.35, 0.42, -0.62], [-1.06, 1.74, -0.40], [-1.34, 2.31, -1.59], [-1.94, 3.37, -1.78], [1.02, 0.49, -0.12], [1.03, -0.12, 1.04], [2.03, -0.19, 1.79], [-0.35, -0.85, 1.19], [-1.08, -0.58, 0.19], [-0.60, -1.69, 2.02], [0.01, 4.39, -5.85], [0.08, 3.01, -6.50], [-0.39, 3.04, -7.98], [-1.81, 3.37, -7.99], [-2.31, 3.59, -9.35], [1.46, 2.60, -6.49], [0.48, 5.21, -6.39], [0.56, 4.35, -4.90], [-0.98, 4.73, -5.53], [-0.47, 2.27, -5.91], [-0.26, 2.05, -8.41], [0.18, 3.69, -8.64], [-2.50, 2.67, -9.90], [-1.61, 4.14, -9.97], [-3.27, 4.11, -9.26], [1.93, 3.43, -6.81], [1.81, 2.43, -5.56], [-1.38, -6.28, -0.55], [-0.42, -5.36, 0.32], [0.78, -4.87, -0.49], [1.80, -4.30, 0.31], [2.76, -5.21, 0.72], [-1.17, -4.22, 0.74], [-0.97, -7.27, -0.71], [-1.42, -5.86, -1.56], [-2.39, -6.43, -0.16], [-0.07, -5.85, 1.23], [0.55, -4.07, -1.19], [1.13, -5.65, -1.17], [3.57, -4.86, 1.36], [3.32, -5.53, -0.16], [2.25, -5.97, 1.31], [-0.60, -3.43, 1.01], [-1.60, -3.82, -0.08], [4.10, 2.84, 1.70], [3.45, 3.14, 3.06], [4.22, 2.63, 4.36], [3.50, 2.94, 5.51], [4.03, 2.52, 6.76], [3.22, 4.51, 3.10], [5.18, 2.93, 1.88], [3.71, 3.36, 0.82], [3.88, 1.79, 1.53], [2.51, 2.60, 2.96], [5.20, 3.11, 4.35], [4.37, 1.55, 4.26], [5.10, 2.68, 6.92], [3.84, 1.45, 6.89], [3.57, 3.07, 7.58], [3.19, 4.69, 4.09], [4.08, 4.88, 2.72], [-3.19, 5.82, 0.33], [-3.31, 6.49, 1.69], [-3.20, 5.63, 2.97], [-4.52, 5.18, 3.26], [-4.56, 4.28, 4.37], [-2.33, 7.55, 1.87], [-3.87, 4.97, 0.28], [-2.21, 5.41, 0.08], [-3.49, 6.50, -0.47], [-4.25, 7.02, 1.51], [-2.73, 6.07, 3.86], [-2.47, 4.82, 2.85], [-5.51, 3.73, 4.40], [-4.33, 4.75, 5.32], [-3.75, 3.56, 4.26], [-2.12, 7.73, 2.84], [-2.74, 8.40, 1.54], [6.38, -0.54, 2.30], [5.61, -1.90, 2.34], [5.30, -2.43, 3.78], [6.42, -2.90, 4.54], [7.17, -4.12, 4.07], [4.54, -1.80, 1.39], [7.42, -0.81, 2.43], [6.23, 0.00, 3.24], [6.49, 0.05, 1.39], [6.28, -2.61, 1.86], [4.53, -3.16, 3.55], [4.73, -1.79, 4.45], [6.49, -4.97, 4.10], [7.97, -4.28, 4.80], [7.53, -3.92, 3.07], [3.94, -2.61, 1.43], [3.88, -1.08, 1.65], [-4.22, 0.75, -7.20], [-4.46, 1.39, -5.80], [-5.96, 1.73, -5.68], [-6.04, 2.57, -4.56], [-7.36, 2.99, -4.26], [-4.01, 0.64, -4.68], [-3.18, 0.93, -7.48], [-4.88, 1.21, -7.94], [-4.55, -0.29, -7.26], [-3.99, 2.37, -5.79], [-6.53, 0.85, -5.39], [-6.38, 2.29, -6.52], [-7.99, 2.14, -3.97], [-7.82, 3.38, -5.16], [-7.45, 3.76, -3.49], [-4.42, 1.19, -3.94], [-3.04, 0.90, -4.61], [1.06, -0.74, -5.01], [0.18, -2.00, -5.00], [0.90, -3.08, -4.20], [1.91, -3.63, -5.07], [2.43, -4.82, -4.53], [-1.05, -1.65, -4.30], [2.04, -0.93, -5.44], [1.29, -0.31, -4.04], [0.58, 0.05, -5.59], [-0.10, -2.30, -6.01], [0.33, -3.93, -3.82], [1.31, -2.62, -3.30], [3.05, -4.56, -3.67], [3.16, -5.08, -5.29], [1.75, -5.64, -4.30], [-1.67, -1.22, -4.98], [-0.72, -0.89, -3.73], [1.39, 0.14, 9.34], [0.61, -0.86, 8.39], [1.13, -0.86, 6.95], [1.05, 0.50, 6.45], [1.32, 0.61, 5.04], [0.85, -2.20, 8.89], [1.10, 1.17, 9.14], [2.46, 0.04, 9.15], [1.19, -0.05, 10.39], [-0.46, -0.68, 8.41], [0.47, -1.46, 6.32], [2.14, -1.29, 6.91], [0.47, 0.16, 4.51], [2.24, 0.11, 4.74], [1.40, 1.65, 4.72], [0.46, -2.18, 9.82], [1.84, -2.23, 9.05], [-4.00, -3.25, -0.90], [-3.06, -2.88, -2.06], [-1.73, -3.14, -1.87], [-3.75, -2.45, 0.27], [-3.80, -4.26, -0.55], [-5.07, -3.16, -1.10], [-3.17, -1.84, -2.39], [-3.38, -3.57, -2.84], [-1.27, -2.69, -2.57], [-2.89, -2.02, 0.24], [4.86, -1.83, -1.73], [4.13, -0.58, -1.99], [4.89, 0.36, -2.78], [6.02, -1.64, -0.90], [5.08, -2.16, -2.75], [4.17, -2.59, -1.35], [3.75, -0.22, -1.03], [3.20, -0.85, -2.49], [5.65, 0.64, -2.27], [5.69, -1.84, -0.03], [-4.46, 5.30, -3.37], [-5.20, 6.64, -3.45], [-5.01, 7.28, -4.71], [-3.08, 5.47, -3.26], [-4.62, 4.72, -4.28], [-4.96, 4.68, -2.62], [-4.93, 7.15, -2.53], [-6.26, 6.42, -3.36], [-4.51, 8.10, -4.68], [-2.69, 4.64, -2.97], [1.00, -3.82, 3.67], [1.68, -4.54, 4.78], [0.81, -5.51, 5.25], [1.86, -2.86, 3.09], [0.06, -3.38, 3.99], [0.75, -4.58, 2.93], [1.91, -3.83, 5.58], [2.62, -5.01, 4.48], [0.19, -5.14, 5.88], [1.25, -2.14, 2.90], [-2.55, -5.19, 3.98], [-3.24, -3.83, 3.85], [-3.19, -3.21, 5.11], [-2.43, -5.81, 2.67], [-3.21, -5.80, 4.61], [-1.55, -5.14, 4.43], [-4.24, -3.91, 3.42], [-2.74, -3.19, 3.13], [-3.42, -3.86, 5.78], [-2.00, -5.18, 2.09]]}

=====

# 7
{"formula": "C3H10O2P2", "method": "ωB97M-V/def2-TZVPD", "homo_energy_ev": -7.5965, "charge": 0, "relative_energy_kj_mol": 78.2, "gap_ev": 8.395, "smiles": "COP(C)(=P)OC", "symbols": ["C", "O", "P", "C", "P", "O", "C", "H", "H", "H", "H", "H", "H", "H", "H", "H", "H"], "coordinates": [[1.59, -1.31, 0.71], [0.13, -1.36, 0.49], [-0.63, -0.17, -0.38], [0.58, 0.02, -1.91], [-2.67, -0.15, -0.67], [-0.15, 1.14, 0.38], [-0.93, 1.72, 1.40], [2.04, -1.91, -0.03], [1.86, -1.95, 1.47], [2.03, -0.35, 0.78], [0.35, 0.91, -2.45], [1.69, 0.06, -1.44], [0.40, -0.84, -2.53], [-2.95, -1.43, -0.75], [-0.81, 2.75, 1.39], [-0.53, 1.57, 2.34], [-2.01, 1.30, 1.20]]}

=====

# 8
{"formula": "C12H30CuO16", "method": "ωB97M-V/def2-TZVPD", "homo_energy_ev": 2.5750, "charge": -3, "relative_energy_kj_mol": 0.0, "gap_ev": 3.685, "symbols": ["Cu", "C", "O", "O", "O", "C", "O", "O", "O", "C", "C", "O", "O", "H", "H", "H", "H", "H", "H", "C", "C", "O", "O", "H", "H", "H", "H", "H", "H", "C", "C", "O", "O", "H", "H", "H", "H", "H", "H", "C", "C", "O", "O", "H", "H", "H", "H", "H", "H", "C", "C", "O", "O", "H", "H", "H", "H", "H", "H"], "coordinates": [[-0.05, 1.20, -0.14], [3.07, -0.46, 0.32], [2.56, -1.57, 0.85], [4.29, -0.15, 0.44], [2.19, 0.36, -0.25], [0.04, 4.08, -0.03], [-0.02, 5.30, 0.42], [-1.07, 3.43, -0.32], [1.16, 3.43, -0.11], [-2.61, -1.01, 2.29], [-2.30, 0.42, 2.62], [-1.34, 0.92, 1.72], [-1.50, -1.88, 2.50], [-2.88, -1.08, 1.23], [-3.46, -1.35, 2.89], [-1.95, 0.58, 3.65], [-3.22, 1.02, 2.57], [-1.33, 1.89, 1.79], [-0.77, -1.56, 1.92], [-2.39, 0.65, -1.83], [-3.44, 1.74, -2.00], [-3.39, 2.71, -0.97], [-1.12, 1.11, -2.22], [-2.69, -0.25, -2.40], [-2.36, 0.35, -0.78], [-4.45, 1.31, -2.00], [-3.32, 2.24, -2.98], [-2.44, 3.04, -0.82], [-1.14, 1.47, -3.11], [2.33, -1.22, -3.30], [1.90, -1.46, -4.73], [2.40, -0.43, -5.60], [1.67, -0.12, -2.78], [3.43, -1.13, -3.31], [2.10, -2.10, -2.67], [0.81, -1.35, -4.82], [2.16, -2.48, -5.03], [3.01, -0.78, -6.26], [1.96, 0.07, -1.83], [0.06, -3.67, -0.43], [-0.47, -2.25, -0.63], [0.00, -1.37, 0.40], [1.40, -3.79, -0.83], [-0.49, -4.43, -1.02], [-0.03, -3.90, 0.64], [-1.56, -2.18, -0.51], [-0.18, -1.89, -1.62], [1.02, -1.37, 0.42], [1.99, -3.18, -0.27], [1.45, 0.77, 3.36], [1.11, 1.59, 4.57], [0.99, 0.83, 5.79], [1.53, 1.67, 2.28], [0.62, 0.08, 3.12], [2.37, 0.20, 3.45], [0.19, 2.18, 4.42], [1.88, 2.35, 4.71], [0.28, 0.19, 5.67], [2.01, 1.22, 1.55]]}

=====

DFT total energy readings, ordered: -2525.01553 -1375.71312 -2129.13045 -1039.64775 -379.95215 -4242.56991 -953.42219 -3319.42397 Ha
Strongest force on any atom readings, ordered: 2.47 15.56 3.29 5.74 5.79 3.68 3.88 2.13 eV Å⁻¹